DFT (ωB97M-V/def2-TZVPD) results for a cluster of 2 separate species, C11H13FN2O in total in a non-equilibrium geometry.

Energy, a.u.: -711.3370
2S+1: 1
Net charge: 0

Cartesian coordinates (Å):
C 2.334644 0.133178 0.815027
C -3.224043 -0.658157 1.760101
C -2.202523 0.061658 2.225103
C -1.019096 -0.364879 0.299913
C -3.208329 -1.355183 0.444584
C 1.067013 2.167452 -0.270777
C 2.096104 0.935485 -1.679052
C 1.115303 2.109497 -1.757436
C 1.994083 1.010665 -0.175641
C -1.799327 -1.555180 -0.099094
C -1.098151 -2.764612 0.576273
N 2.695799 -0.529320 1.691809
N -1.163533 0.258115 1.350198
O 1.535118 3.217427 -2.498890
F -1.936188 -1.722095 -1.500505
H -4.104694 -0.804775 2.371426
H -2.062829 0.570704 3.172880
H -3.759781 -2.334877 0.360163
H -3.746312 -0.773640 -0.374368
H 1.387745 3.066000 0.192188
H 0.099867 2.034507 0.381513
H 1.742520 0.054119 -2.149962
H 3.043982 1.064612 -2.026355
H 0.104366 1.796328 -2.218526
H -0.074377 -2.461391 0.625362
H -1.347736 -3.750296 0.105978
H -1.406420 -2.926734 1.599791
H 2.049411 3.923705 -1.905835

Forces on atoms 1 to 6 (eV/Å):
0.22 0.24 0.35
-0.89 -0.48 1.10
-0.90 -0.27 0.26
0.29 0.86 0.01
-1.05 0.08 -2.06
-2.05 -0.25 3.36

***

DFT (ωB97M-V/def2-TZVPD) results for a structure of composition C11H13FN3 in a non-equilibrium geometry.

Energy, a.u.: -690.6522
2S+1: 1
Net charge: +1

Cartesian coordinates (Å):
C 0.552985 1.715454 1.386644
C -0.294874 2.638043 2.052202
C -2.306547 1.405815 1.282705
C -0.029933 0.590407 0.809948
C -1.420802 0.419337 0.781065
C -1.702818 2.508138 1.859849
C 0.627561 -0.307566 -0.058139
C 1.665393 -1.159549 -0.836277
C 2.122667 -0.360333 -2.109751
C 2.888620 -1.829477 -0.088381
C -3.068445 -0.836098 -0.301750
N -1.769182 -0.752899 0.229757
N -0.220566 -1.000587 -0.717898
N 0.513925 -2.037046 -1.140675
F -2.432553 3.452569 2.372772
H 1.607383 1.777640 1.259472
H 0.128501 3.518264 2.417866
H -3.390165 1.439947 1.140304
H 3.070741 0.230155 -1.829546
H 1.448527 0.397746 -2.293409
H 2.313198 -1.011122 -2.870287
H 2.701890 -2.784897 0.291680
H 3.298466 -1.142741 0.715766
H 3.657932 -1.718037 -0.901419
H -3.398769 -0.003027 -0.952931
H -3.010838 -1.751345 -0.850882
H -3.991475 -1.021512 0.449158
H 0.439177 -2.377281 -2.097843

Forces on atoms 1 to 6 (eV/Å):
-1.99 0.90 1.39
0.71 -2.23 -2.72
0.42 0.65 -0.54
1.72 1.08 0.16
-0.02 -0.10 0.34
1.56 -1.39 0.52